(1)
Density functional theory data (the ωB97M-V functional and the def2-TZVPD basis) for 2 unconnected molecules or ions with the total composition C8H5INO4 at a distorted geometry.

Values from the calculation:
Energy relative to the best compared isomer or geometry (same formula, charge and spin): 309.0 kJ/mol
HOMO-LUMO gap (spin up / spin down): 7.1 / 7.1 eV
Energy: -961.1104 Eh
LUMO energy (spin up / spin down): 2.51 / 2.51 eV

Structure (ORCA input):
```
! wB97M-V def2-TZVPD RIJCOSX def2/J DEFGRID3
* xyz -1 1
C 2.68 -1.10 0.07
C 2.36 -0.49 1.27
C 1.71 -1.33 -0.90
C 1.05 -0.10 1.52
C 0.40 -0.93 -0.67
C 0.15 -0.34 0.53
C -1.21 1.84 -1.61
C -2.14 0.47 0.86
N -2.90 0.52 -0.17
O -1.01 2.38 -0.57
O -0.95 1.82 -2.76
O -2.32 0.54 -1.35
O -4.14 0.67 -0.08
I -2.87 0.24 2.77
H 3.70 -1.40 -0.13
H 3.12 -0.31 2.01
H 1.98 -1.80 -1.83
H 0.77 0.38 2.45
H -0.37 -1.06 -1.42
*
```

---

(2)
Density functional theory data (the ωB97M-V functional and the def2-TZVPD basis) for a molecular structure, C8H5N2O5Rh at a distorted geometry.

Values from the calculation:
Energy relative to the best compared isomer or geometry (same formula, charge and spin): 397.0 kJ/mol
HOMO-LUMO gap (spin up / spin down): 6.4 / 5.3 eV
Energy: -903.0918 Eh
LUMO energy (spin up / spin down): -8.14 / -12.64 eV

Structure (ORCA input):
```
! wB97M-V def2-TZVPD RIJCOSX def2/J DEFGRID3
* xyz 2 5
O 3.08 4.63 -1.41
C 2.67 3.58 -1.49
Rh 0.10 0.01 -0.06
C -0.47 -1.79 -0.48
O -0.75 -2.88 -0.76
C -0.98 0.14 1.65
O -1.60 0.25 2.61
C -1.37 0.94 -0.97
O -2.25 1.49 -1.47
C 1.57 -0.45 1.02
O 2.48 -0.66 1.67
H 0.43 1.56 0.40
N -2.72 -1.64 1.09
C -3.92 -2.10 0.81
C -4.25 -1.67 -0.44
C -3.18 -0.95 -0.91
N -2.33 -0.86 0.10
H -2.19 -1.90 1.95
H -4.46 -2.74 1.46
H -5.12 -1.91 -1.01
H -3.10 -0.57 -1.92
*
```

---

(3)
Density functional theory data (the ωB97M-V functional and the def2-TZVPD basis) for a single C8H5N5 molecule at a distorted geometry.

Values from the calculation:
Energy relative to the best compared isomer or geometry (same formula, charge and spin): 379.8 kJ/mol
HOMO-LUMO gap (spin up / spin down): 8.2 / 8.2 eV
Energy: -581.3925 Eh
LUMO energy (spin up / spin down): -1.18 / -1.18 eV

Structure (ORCA input):
```
! wB97M-V def2-TZVPD RIJCOSX def2/J DEFGRID3
* xyz 0 1
C -1.86 0.50 0.84
C -0.08 2.12 -0.28
C 1.99 1.83 0.83
C 2.15 -0.61 -0.55
C -0.85 -1.55 0.11
C -0.16 -0.72 -1.05
C -1.67 -0.78 1.17
C 1.04 1.37 -0.11
N -2.15 1.42 0.11
N -1.28 2.38 -0.43
N 2.70 2.12 1.68
N 3.24 -1.05 -0.48
N 1.00 0.04 -0.66
H -1.61 -2.32 -0.41
H 0.02 -2.14 0.48
H 0.24 -1.39 -1.82
H -0.79 -0.04 -1.52
H -1.92 -1.18 2.10
*
```

---

(4)
Density functional theory data (the ωB97M-V functional and the def2-TZVPD basis) for a single C8H5N5O2S molecule at a distorted geometry.

Values from the calculation:
Energy relative to the best compared isomer or geometry (same formula, charge and spin): 149.9 kJ/mol
HOMO-LUMO gap: 6.5 eV
Energy: -1129.9393 Eh
LUMO energy: -2.25 eV

Structure (ORCA input):
```
! wB97M-V def2-TZVPD RIJCOSX def2/J DEFGRID3
* xyz 0 1
O 3.73 0.75 -3.00
O 3.42 2.79 -2.02
N -2.74 -1.39 -0.70
N 0.61 -2.34 1.76
S 2.42 -0.55 -0.66
C -1.58 -1.65 -0.25
C -3.44 -0.73 0.34
C 0.62 1.17 0.39
C 1.31 1.90 -0.72
C 1.16 -0.07 0.49
C -2.61 -0.62 1.43
C 2.26 1.02 -1.28
C 0.71 -0.98 1.61
N -1.44 -1.23 1.04
N 3.18 1.54 -2.18
N -0.40 -1.49 1.95
H -0.82 -2.23 -0.84
H -4.46 -0.33 0.20
H -0.17 1.52 1.13
H 1.12 2.92 -0.99
H -2.89 0.02 2.29
*
```

---

(5)
Density functional theory data (the ωB97M-V functional and the def2-TZVPD basis) for a single C8H5NO2 molecule at a distorted geometry.

Values from the calculation:
Energy relative to the best compared isomer or geometry (same formula, charge and spin): 66.5 kJ/mol
HOMO-LUMO gap: 9.5 eV
Energy: -513.0623 Eh
LUMO energy: -0.49 eV

Structure (ORCA input):
```
! wB97M-V def2-TZVPD RIJCOSX def2/J DEFGRID3
* xyz 0 1
C 0.74 -0.96 1.66
C 0.45 1.47 1.49
C -0.01 0.70 0.21
C -0.63 1.26 -0.94
C -0.97 0.40 -2.06
C -0.61 -1.00 -1.94
C -0.04 -1.56 -0.78
C 0.13 -0.64 0.32
H 0.85 0.29 3.47
H -0.56 2.38 -1.11
H -1.08 0.76 -3.05
H -0.80 -1.52 -2.86
H 0.36 -2.55 -0.68
N 0.98 0.39 2.24
O 0.78 -2.03 2.19
O 0.42 2.61 1.85
*
```

---

(6)
Density functional theory data (the ωB97M-V functional and the def2-TZVPD basis) for a molecular structure, C8H6Br2Cl3NO2Y at a distorted geometry.

Values from the calculation:
Energy relative to the best compared isomer or geometry (same formula, charge and spin): 64.7 kJ/mol
HOMO-LUMO gap: 9.0 eV
Energy: -7080.5503 Eh
LUMO energy: -4.31 eV

Structure (ORCA input):
```
! wB97M-V def2-TZVPD RIJCOSX def2/J DEFGRID3
* xyz 1 1
Y 0.49 2.04 -1.02
C -3.06 -2.73 -0.59
C -2.22 -1.69 0.08
C -2.16 -1.55 1.46
C -1.35 -0.58 2.04
C -0.64 0.23 1.19
Br 0.62 1.50 1.87
N -0.70 0.16 -0.13
C -1.48 -0.79 -0.67
H -3.50 -3.41 0.14
H -2.45 -3.33 -1.27
H -3.86 -2.28 -1.18
H -2.74 -2.21 2.10
H -1.28 -0.46 3.11
H -1.52 -0.82 -1.75
Br -1.02 3.91 -0.19
Cl 5.08 0.09 -1.01
C 4.43 1.67 -0.65
Cl 5.34 2.93 -1.46
Cl 4.43 1.95 1.13
C 2.94 1.76 -1.00
O 2.24 0.72 -1.05
O 2.40 2.89 -1.16
*
```

---

(7)
Density functional theory data (the ωB97M-V functional and the def2-TZVPD basis) for a molecular structure, C8H6Br2N2 at a distorted geometry.

Values from the calculation:
Energy relative to the best compared isomer or geometry (same formula, charge and spin): 0.0 kJ/mol
HOMO-LUMO gap: 9.1 eV
Energy: -5565.7717 Eh
LUMO energy: -0.67 eV

Structure (ORCA input):
```
! wB97M-V def2-TZVPD RIJCOSX def2/J DEFGRID3
* xyz 0 1
C -1.74 2.23 0.66
C 0.11 -2.53 1.66
C -0.10 0.37 -0.70
C 0.05 -0.72 0.07
C 1.06 0.12 -1.61
C 1.35 -0.98 -0.61
C -1.33 2.17 -0.69
C -0.42 -1.19 1.31
N -2.04 2.06 1.77
N 0.32 -3.66 1.60
Br 0.07 3.47 -1.15
Br 0.36 0.01 2.82
H 0.83 -0.32 -2.58
H 1.63 0.96 -1.60
H 2.08 -0.77 0.01
H 1.44 -2.11 -0.86
H -2.08 2.10 -1.54
H -1.58 -1.20 1.43
*
```

---

(8)
Density functional theory data (the ωB97M-V functional and the def2-TZVPD basis) for a single C8H6BrN5O4 molecule at a distorted geometry.

Values from the calculation:
Energy relative to the best compared isomer or geometry (same formula, charge and spin): 187.6 kJ/mol
HOMO-LUMO gap: 8.4 eV
Energy: -3457.0341 Eh
LUMO energy: -0.48 eV

Structure (ORCA input):
```
! wB97M-V def2-TZVPD RIJCOSX def2/J DEFGRID3
* xyz 0 1
O -0.05 2.25 -4.32
O -0.48 -4.21 3.30
O -0.21 -2.73 4.97
Br -2.68 1.22 -2.74
N -0.30 -0.58 3.19
N 0.80 0.91 -0.79
O 2.97 1.28 -1.25
C 0.18 1.94 -3.18
C -0.10 0.11 2.11
C 1.80 1.35 -1.62
C -0.85 1.25 -2.33
C -0.64 -1.85 1.52
C -0.50 -1.92 2.85
C -0.45 0.78 -1.09
N 1.53 1.93 -2.86
N -0.55 -0.59 1.05
N -0.44 -3.02 3.76
C -1.35 -0.02 -0.10
H 3.70 1.83 -1.55
H 0.06 1.16 2.07
H -0.64 -2.79 0.92
H 2.24 1.74 -3.55
H -1.93 -0.76 -0.68
H -2.13 0.72 0.31
*
```

---

(9)
Density functional theory data (the ωB97M-V functional and the def2-TZVPD basis) for a molecular structure, C8H6Cl2DyLaN2O3 at a distorted geometry.

Values from the calculation:
Energy relative to the best compared isomer or geometry (same formula, charge and spin): 151.3 kJ/mol
HOMO-LUMO gap (spin up / spin down): 4.2 / 4.2 eV
Energy: -2479.0633 Eh
LUMO energy (spin up / spin down): -17.17 / -17.16 eV

Structure (ORCA input):
```
! wB97M-V def2-TZVPD RIJCOSX def2/J DEFGRID3
* xyz 4 6
La 3.05 -1.23 -3.01
Dy -0.72 -1.66 0.26
Cl 1.53 0.75 -3.50
Cl 0.87 -3.37 0.96
C -3.02 -1.67 1.07
C 2.24 -2.06 -5.00
C 1.34 -2.80 -2.77
O -4.12 -1.66 1.43
O 1.55 -2.44 -5.85
O 0.51 -3.63 -2.90
N -0.65 1.92 -0.78
C -0.40 1.66 0.55
C -0.50 2.60 1.57
C -0.27 2.19 2.89
C 0.02 0.86 3.16
C 0.05 -0.06 2.12
N -0.16 0.35 0.81
H -0.09 1.42 -1.47
H -0.84 2.89 -1.00
H -0.71 3.63 1.29
H -0.30 2.92 3.70
H 0.20 0.50 4.18
H 0.40 -1.11 2.27
*
```

---

(10)
Density functional theory data (the ωB97M-V functional and the def2-TZVPD basis) for a molecular structure, C8H6Cl2DyLaN2O3 at a distorted geometry.

Values from the calculation:
Energy relative to the best compared isomer or geometry (same formula, charge and spin): 311.9 kJ/mol
HOMO-LUMO gap (spin up / spin down): 3.8 / 3.9 eV
Energy: -2479.0021 Eh
LUMO energy (spin up / spin down): -17.28 / -17.24 eV

Structure (ORCA input):
```
! wB97M-V def2-TZVPD RIJCOSX def2/J DEFGRID3
* xyz 4 6
La -1.01 -0.42 -3.12
Dy -0.05 -0.19 0.13
Cl -1.54 -2.38 -0.95
Cl -1.25 1.81 -1.25
C 1.18 1.67 0.88
C 0.03 -2.24 -4.15
C 0.13 0.83 -4.65
O 1.73 2.61 1.27
O 0.33 -3.21 -4.72
O 0.48 1.54 -5.51
N 0.21 -2.65 1.95
C -0.88 -2.00 2.46
C -1.64 -2.50 3.54
C -2.72 -1.71 3.97
C -3.06 -0.52 3.34
C -2.31 -0.06 2.26
N -1.18 -0.79 1.92
H 0.75 -2.38 1.15
H 0.48 -3.56 2.37
H -1.32 -3.43 3.99
H -3.29 -2.06 4.82
H -3.90 0.09 3.66
H -2.48 0.83 1.67
*
```

---

(11)
Density functional theory data (the ωB97M-V functional and the def2-TZVPD basis) for a single C8H6ClFO molecule at a distorted geometry.

Values from the calculation:
Energy relative to the best compared isomer or geometry (same formula, charge and spin): 0.0 kJ/mol
HOMO-LUMO gap: 9.9 eV
Energy: -943.7028 Eh
LUMO energy: 0.22 eV

Structure (ORCA input):
```
! wB97M-V def2-TZVPD RIJCOSX def2/J DEFGRID3
* xyz 0 1
C -2.47 -0.08 -0.24
C -1.72 -1.01 0.51
C -1.77 0.78 -1.10
C -0.35 -0.99 0.51
C -0.42 0.82 -1.10
C 0.31 -0.04 -0.22
C 2.29 0.54 1.27
C 1.91 -0.03 -0.12
O 2.66 1.64 1.40
F 2.31 0.83 -1.15
Cl 2.57 -1.67 -0.40
H -3.53 0.13 -0.07
H -2.09 -1.73 1.18
H -2.30 1.31 -1.92
H 0.24 -1.74 1.09
H 0.19 1.39 -1.87
H 2.18 -0.14 2.23
*
```

---

(12)
Density functional theory data (the ωB97M-V functional and the def2-TZVPD basis) for a molecular structure, C8H6ClNO2 at a distorted geometry.

Values from the calculation:
Energy relative to the best compared isomer or geometry (same formula, charge and spin): 462.2 kJ/mol
HOMO-LUMO gap: 8.9 eV
Energy: -973.6667 Eh
LUMO energy: -0.65 eV

Structure (ORCA input):
```
! wB97M-V def2-TZVPD RIJCOSX def2/J DEFGRID3
* xyz 0 1
C -1.98 -1.15 -0.78
C -2.73 -0.05 -0.71
C -0.67 -1.18 -0.42
C -2.16 1.15 -0.36
C -0.05 0.02 -0.06
C -0.80 1.15 -0.07
C 2.21 0.71 1.62
C 1.72 -0.10 0.65
N 2.60 -0.86 -0.29
O 2.17 -1.57 -1.19
O 3.79 -0.62 -0.11
Cl 0.00 2.52 0.51
H -2.34 -2.06 -1.03
H -3.78 -0.06 -0.84
H -0.11 -1.95 -0.77
H -2.73 2.17 -0.36
H 3.23 0.61 1.88
H 1.63 1.29 2.32
*
```

---

> What is the formula in the third record?

C8H5N5

---

What did the eleventh record say?
Density functional theory data (the ωB97M-V functional and the def2-TZVPD basis) for a single C8H6ClFO molecule at a distorted geometry.

Values from the calculation:
Energy relative to the best compared isomer or geometry (same formula, charge and spin): 0.0 kJ/mol
HOMO-LUMO gap: 9.9 eV
Energy: -943.7028 Eh
LUMO energy: 0.22 eV

Structure (ORCA input):
```
! wB97M-V def2-TZVPD RIJCOSX def2/J DEFGRID3
* xyz 0 1
C -2.47 -0.08 -0.24
C -1.72 -1.01 0.51
C -1.77 0.78 -1.10
C -0.35 -0.99 0.51
C -0.42 0.82 -1.10
C 0.31 -0.04 -0.22
C 2.29 0.54 1.27
C 1.91 -0.03 -0.12
O 2.66 1.64 1.40
F 2.31 0.83 -1.15
Cl 2.57 -1.67 -0.40
H -3.53 0.13 -0.07
H -2.09 -1.73 1.18
H -2.30 1.31 -1.92
H 0.24 -1.74 1.09
H 0.19 1.39 -1.87
H 2.18 -0.14 2.23
*
```